# C75H174F12N10O24S4

A 14-piece molecular cluster, C75H174F12N10O24S4 overall (ωB97M-V with the def2-TZVPD basis set, OMol25).

ORCA input file:
```
! RIJCOSX wB97M-V def2-TZVPD def2/J DEFGRID3
* xyz 6 1
C 19.084 23.771 12.791
O 19.420 22.876 13.864
C 20.617 22.111 13.708
C 21.277 22.104 15.072
N 21.517 23.569 15.617
H 22.178 24.068 15.039
H 20.624 24.021 15.482
C 21.762 23.693 17.095
C 20.475 23.696 17.860
O 19.548 24.652 17.399
C 18.729 25.287 18.314
H 19.981 24.387 12.726
H 18.260 24.380 13.162
H 18.904 23.229 11.862
H 21.360 22.467 12.994
H 20.438 21.085 13.389
H 22.219 21.574 14.929
H 20.590 21.692 15.811
H 22.299 24.638 17.183
H 22.311 22.803 17.407
H 20.687 23.730 18.928
H 19.868 22.794 17.782
H 19.315 25.819 19.064
H 18.051 24.603 18.825
H 18.058 25.946 17.762
C 20.907 25.539 29.337
O 20.216 24.365 28.798
C 19.428 24.636 27.712
C 18.451 23.546 27.492
N 19.140 22.171 27.538
H 19.538 22.130 26.610
H 19.769 22.180 28.328
C 18.230 20.943 27.637
C 19.152 19.669 27.492
O 20.047 19.819 26.434
C 19.481 19.684 25.146
H 21.690 25.143 29.983
H 20.272 26.213 29.912
H 21.307 26.121 28.507
H 20.067 24.875 26.862
H 18.814 25.512 27.920
H 18.031 23.600 26.488
H 17.697 23.466 28.275
H 17.404 21.041 26.933
H 17.857 20.923 28.661
H 18.492 18.817 27.327
H 19.807 19.542 28.354
H 18.851 20.552 24.953
H 18.945 18.738 25.059
H 20.261 19.908 24.419
C 20.316 19.517 17.706
O 21.155 19.042 16.655
C 21.463 17.674 16.639
C 20.321 16.655 16.308
N 19.687 17.199 14.993
H 19.337 18.135 15.140
H 20.421 17.191 14.300
C 18.444 16.427 14.439
C 17.451 17.494 13.895
O 17.315 18.678 14.692
C 16.744 18.483 16.004
H 20.402 20.604 17.717
H 20.629 19.122 18.672
H 19.283 19.276 17.456
H 21.804 17.538 17.665
H 22.312 17.508 15.976
H 19.449 16.697 16.960
H 20.688 15.673 16.010
H 17.976 15.918 15.282
H 18.802 15.788 13.632
H 16.427 17.204 13.661
H 17.937 17.774 12.961
H 17.264 17.701 16.558
H 15.699 18.231 15.820
H 16.883 19.394 16.586
C 20.057 11.191 23.667
O 19.481 12.108 22.797
C 18.065 12.344 23.118
C 17.487 13.376 22.051
N 18.488 14.554 22.071
H 18.335 15.062 22.930
H 19.448 14.253 22.161
C 18.282 15.549 20.927
C 19.188 16.739 21.180
O 20.529 16.323 21.453
C 21.302 17.452 21.755
H 21.139 11.322 23.642
H 19.816 10.160 23.406
H 19.706 11.380 24.682
H 17.965 12.644 24.161
H 17.579 11.372 23.030
H 16.502 13.772 22.301
H 17.390 12.835 21.110
H 17.240 15.853 21.026
H 18.504 15.052 19.983
H 18.900 17.398 21.999
H 19.150 17.504 20.404
H 22.223 17.133 22.242
H 20.872 18.314 22.266
H 21.682 17.689 20.761
C 8.062 23.008 27.781
O 9.030 24.084 27.892
C 9.900 24.105 26.762
C 10.992 25.187 26.888
N 10.381 26.636 26.902
H 9.880 26.826 26.045
H 9.692 26.704 27.638
C 11.537 27.668 27.147
C 10.820 29.012 27.506
O 10.026 28.804 28.628
C 9.480 29.897 29.332
H 8.510 22.020 27.677
H 7.455 23.212 26.900
H 7.437 22.999 28.674
H 9.241 24.391 25.942
H 10.324 23.118 26.581
H 11.587 25.148 25.976
H 11.602 25.009 27.774
H 12.081 27.843 26.219
H 12.150 27.223 27.930
H 10.280 29.346 26.620
H 11.519 29.833 27.671
H 8.877 30.481 28.637
H 10.266 30.468 29.826
H 8.835 29.554 30.142
C 16.894 21.585 18.370
O 16.558 21.308 19.611
C 17.571 20.816 20.465
C 16.981 20.228 21.790
N 16.245 21.303 22.510
H 16.948 21.978 22.776
H 15.613 21.853 21.946
C 15.472 20.723 23.765
C 14.836 21.923 24.430
O 14.191 22.788 23.459
C 13.256 23.704 24.034
H 17.491 20.797 17.912
H 17.502 22.483 18.255
H 16.023 21.924 17.808
H 18.327 21.594 20.567
H 17.986 20.017 19.851
H 17.703 19.771 22.466
H 16.328 19.411 21.483
H 16.259 20.316 24.399
H 14.769 19.939 23.481
H 15.557 22.530 24.977
H 14.182 21.403 25.130
H 12.645 24.025 23.190
H 13.722 24.573 24.498
H 12.607 23.256 24.786
C 12.100 19.956 27.672
C 12.603 19.348 28.986
C 13.720 18.368 28.864
N 14.559 18.028 30.177
C 15.673 17.025 29.870
C 13.621 17.409 31.279
C 13.877 18.213 32.591
C 15.299 18.857 32.416
C 15.245 19.252 30.899
H 12.032 19.218 26.873
H 12.723 20.747 27.253
H 11.089 20.293 27.901
H 11.727 18.901 29.456
H 12.783 20.097 29.757
H 14.537 18.721 28.235
H 13.425 17.388 28.488
H 15.248 16.250 29.231
H 16.111 16.676 30.805
H 16.318 17.543 29.160
H 13.919 16.372 31.434
H 12.559 17.578 31.096
H 13.855 17.692 33.548
H 13.097 18.965 32.715
H 16.138 18.167 32.510
H 15.463 19.723 33.057
H 16.273 19.336 30.546
H 14.599 20.089 30.636
C 19.859 28.843 26.698
C 18.832 28.753 25.486
C 18.193 27.272 25.311
N 17.332 27.184 23.960
C 18.243 27.385 22.701
C 17.505 27.081 21.426
C 17.025 25.635 21.387
C 16.102 25.342 22.529
C 16.703 25.718 23.912
C 16.132 28.187 24.004
H 20.276 29.845 26.595
H 20.721 28.183 26.600
H 19.415 28.606 27.664
H 19.315 29.063 24.559
H 18.085 29.495 25.768
H 17.508 27.009 26.117
H 18.954 26.492 25.325
H 18.995 26.620 22.896
H 18.603 28.413 22.673
H 18.057 27.406 20.544
H 16.659 27.765 21.366
H 17.918 25.012 21.335
H 16.490 25.371 20.474
H 15.937 24.270 22.428
H 15.128 25.812 22.392
H 17.549 25.075 24.154
H 15.952 25.633 24.697
H 16.599 29.172 23.986
H 15.694 27.971 24.979
H 15.385 28.072 23.218
C 9.286 23.299 17.048
C 10.193 23.264 18.342
C 11.025 21.884 18.391
N 11.781 21.646 19.754
C 10.767 21.654 20.922
C 11.294 20.816 22.145
C 11.915 19.477 21.785
C 13.103 19.637 20.835
C 12.549 20.280 19.513
C 12.842 22.789 20.101
H 9.763 23.106 16.087
H 8.804 24.268 16.912
H 8.498 22.554 17.155
H 9.523 23.328 19.200
H 10.837 24.144 18.325
H 11.837 22.062 17.686
H 10.408 21.019 18.149
H 9.826 21.174 20.650
H 10.568 22.676 21.242
H 10.423 20.454 22.691
H 11.864 21.453 22.822
H 11.166 18.841 21.314
H 12.274 18.955 22.673
H 13.542 18.657 20.651
H 13.917 20.266 21.197
H 11.922 19.599 18.938
H 13.462 20.531 18.972
H 13.716 22.977 19.477
H 13.081 22.613 21.150
H 12.257 23.708 20.151
C 16.282 24.705 15.557
C 15.259 23.950 14.693
C 15.708 22.700 13.924
N 14.548 21.880 13.340
C 15.202 20.765 12.519
C 14.243 19.626 11.971
C 13.381 19.051 13.116
C 12.606 20.320 13.805
C 13.537 21.372 14.423
C 13.713 22.766 12.394
H 17.162 24.904 14.945
H 16.548 24.099 16.423
H 15.809 25.647 15.834
H 14.960 24.699 13.959
H 14.440 23.693 15.365
H 16.129 21.960 14.605
H 16.471 22.906 13.174
H 15.964 20.281 13.130
H 15.727 21.300 11.728
H 14.918 18.913 11.498
H 13.722 20.169 11.183
H 14.126 18.700 13.831
H 12.726 18.190 12.986
H 12.018 19.850 14.592
H 11.783 20.718 13.212
H 14.141 21.039 15.267
H 12.913 22.241 14.631
H 13.322 23.561 13.028
H 12.989 22.023 12.062
H 14.396 23.213 11.672
C 9.742 25.722 22.284
F 9.354 24.504 22.586
F 11.017 25.775 22.676
F 9.547 25.850 20.926
S 8.864 27.135 23.197
O 9.244 27.101 24.608
O 9.372 28.322 22.541
O 7.457 26.849 22.862
C 20.931 22.367 22.353
F 20.730 23.106 21.196
F 20.393 21.104 22.165
F 22.232 22.232 22.649
S 19.910 23.177 23.854
O 20.473 22.704 25.158
O 19.942 24.665 23.787
O 18.595 22.561 23.567
C 14.352 23.266 28.051
F 14.156 22.594 29.174
F 15.514 22.951 27.474
F 13.245 23.161 27.237
S 14.568 25.257 28.415
O 15.912 25.300 28.975
O 14.497 25.903 27.122
O 13.449 25.646 29.301
C 15.286 17.199 25.642
F 13.978 17.555 25.388
F 15.992 18.176 26.182
F 15.247 16.164 26.536
S 16.134 16.556 24.025
O 16.362 17.762 23.142
O 17.414 15.937 24.464
O 15.143 15.622 23.492
*
```

The gap between HOMO and LUMO comes out at 5.52 eV.